11
Properties=species:S:1:pos:R:3 method="wB97M-V/def2-TZVPD" e_above_lowest_kcal_mol=94.22 gap_ev="8.807 / 8.806" homo_ev="-8.27 / -8.27" e_lumo_ev="0.54 / 0.54"
O -1.6362 -2.0692 0.2936
C -0.8525 -1.2278 0.0202
C 1.2283 -0.5794 -0.4127
N 0.6857 0.4828 0.3181
C -0.3950 1.2097 -0.2883
C -0.6238 0.1455 0.7400
H 1.8152 -1.2742 0.1964
H 1.8315 -0.2164 -1.2667
H -0.7190 0.9486 -1.3010
H -0.3809 2.2775 -0.0652
H -0.9533 0.3030 1.7656

58
Properties=species:S:1:pos:R:3 method="wB97M-V/def2-TZVPD" total_charge=+3 s_squared=8.80 gap_ev="6.573 / 5.094" homo_ev="-17.01 / -17.60" e_lumo_ev="-10.43 / -12.50" multiplicity=6
Os -0.0333 0.0653 -1.8036
C 3.3498 -1.2342 -1.0951
C 2.7257 -0.3727 -0.0668
C 3.1862 -0.0250 1.2030
C 2.2438 0.8480 1.7121
N 1.2616 1.0038 0.8112
N 1.5597 0.2515 -0.2749
B 0.0004 1.9165 0.8461
N 0.0024 2.7161 -0.4775
C 0.0176 4.0225 -0.7902
C 0.0169 4.1591 -2.1668
C 0.0032 2.8662 -2.6739
C 0.0001 2.4161 -4.0876
N -0.0060 2.0091 -1.6349
N -1.2707 1.0133 0.8108
C -2.2381 0.8450 1.7247
C -3.1865 -0.0247 1.2217
C -2.7453 -0.3604 -0.0576
C -3.3881 -1.2147 -1.0802
N -1.5845 0.2717 -0.2784
N 0.0036 2.6895 2.1528
C 0.0051 4.0198 2.5176
C 0.0069 4.0877 3.8760
C 0.0079 2.7252 4.3124
C 0.0093 2.1804 5.6549
N 0.0056 1.9268 3.2214
H 4.4151 -1.3130 -0.8974
H 3.2141 -0.8084 -2.0912
H 2.9259 -2.2400 -1.0805
H 4.0897 -0.3582 1.6689
H 2.2414 1.3456 2.6588
H 0.0295 4.8034 -0.0592
H 0.0196 5.0719 -2.7240
H 0.0030 3.2925 -4.7333
H -0.8967 1.8358 -4.3224
H 0.8923 1.8301 -4.3255
H -2.2239 1.3296 2.6778
H -4.0844 -0.3608 1.6964
H -4.4524 -1.2813 -0.8718
H -2.9804 -2.2278 -1.0732
H -3.2567 -0.7912 -2.0776
H 0.0028 4.8252 1.8197
H 0.0082 4.9604 4.4959
H 0.0099 2.9515 6.4203
H 0.8648 1.5052 5.7915
H -0.8467 1.5060 5.7917
Se -0.1314 -2.2413 -2.4642
C 0.0136 -4.0823 -2.0681
C -0.5999 -4.6035 -0.9133
C -0.5905 -5.9644 -0.7017
C -0.0007 -6.8242 -1.6335
C 0.6440 -6.3014 -2.7574
C 0.6510 -4.9414 -2.9819
H -1.0680 -3.9420 -0.1982
H -1.0505 -6.3708 0.1891
H -0.0516 -7.8942 -1.4901
H 1.1267 -6.9670 -3.4593
H 1.1305 -4.5436 -3.8646

17
Properties=species:S:1:pos:R:3 method="wB97M-V/def2-TZVPD" e_above_lowest_kcal_mol=34.45 smiles="C=CCC.O=CO" gap_ev=10.542 homo_ev=-9.67 e_lumo_ev=0.87
C 0.8432 1.6164 0.3562
C -0.3211 0.9995 0.5343
C -1.3269 0.7086 -0.5458
C -1.9856 -0.6633 -0.3975
H 1.5229 1.8033 1.1825
H 1.1730 1.9380 -0.6312
H -0.5963 0.6811 1.5420
H -0.8404 0.7994 -1.5247
H -2.1078 1.4807 -0.5184
H -2.7573 -0.8136 -1.1596
H -1.2481 -1.4668 -0.4886
H -2.4667 -0.7549 0.5843
O 3.1137 -0.7194 0.7667
C 2.2643 -1.0223 -0.0272
O 1.2305 -1.8399 0.2270
H 2.2191 -0.6893 -1.0718
H 1.2834 -2.0577 1.1717

81
Properties=species:S:1:pos:R:3 method="wB97M-V/def2-TZVPD" e_above_lowest_kcal_mol=79.88 gap_ev=9.785 homo_ev=-10.25 e_lumo_ev=-0.46
O 15.5802 11.2952 16.4488
H 16.2711 11.2717 17.1108
H 15.2384 12.1884 16.4901
O 11.6882 9.9394 13.1017
H 10.7762 9.7166 13.2881
H 12.1213 9.9114 13.9549
O 10.7623 8.3801 17.0913
H 10.7096 7.8890 16.2713
H 10.3831 9.2342 16.8842
O 17.2623 5.9992 21.5996
H 17.5414 5.8428 20.6974
H 17.0529 6.9328 21.6276
O 12.7227 12.0216 16.8045
H 11.9304 12.5137 16.5890
H 13.0762 12.4623 17.5772
O 13.7984 12.2698 19.4936
H 14.0147 11.3997 19.1583
H 13.3153 12.1019 20.3027
O 11.8487 8.7268 24.4421
H 11.0388 8.5177 23.9767
H 12.5376 8.6147 23.7870
O 14.8824 6.8915 15.0585
H 14.4410 6.4147 14.3556
H 14.3208 7.6487 15.2243
O 9.3326 10.3171 15.9479
H 8.4376 10.0089 16.0901
H 9.2546 10.9657 15.2482
O 10.7194 12.8616 20.9725
H 11.0477 12.0330 21.3216
H 9.8063 12.8972 21.2573
O 14.8240 4.0724 21.1751
H 15.1191 4.3180 22.0519
H 15.3411 4.6212 20.5854
O 10.5319 7.0227 19.3438
H 10.6710 7.4409 18.4941
H 9.6963 7.3746 19.6505
O 15.4998 9.9147 23.9553
H 16.2712 9.6985 24.4790
H 14.9999 9.0993 23.9163
O 12.8180 4.3913 17.1305
H 12.4280 4.6679 17.9598
H 12.2240 3.7182 16.7986
O 15.6909 5.6509 23.7953
H 15.1840 6.2761 23.2772
H 16.5697 5.6826 23.4170
O 15.2471 9.9468 13.4188
H 14.6894 9.6691 14.1455
H 16.0763 10.1885 13.8315
O 12.4825 10.9114 21.7704
H 12.4356 10.0181 21.4297
H 13.0529 10.8465 22.5363
O 13.1967 7.2096 22.8364
H 12.8743 6.5243 23.4218
H 13.2584 6.7849 21.9808
O 13.6587 6.2614 19.6273
H 12.7353 6.1177 19.4202
H 13.8973 5.5217 20.1860
O 11.8065 6.3959 14.9345
H 12.5627 5.9218 14.5886
H 11.8859 6.3136 15.8849
O 8.4891 10.7434 19.3724
H 8.2536 11.6179 19.6821
H 9.4344 10.7863 19.2283
O 11.6674 13.9079 18.7807
H 12.5456 13.7925 19.1437
H 11.0790 13.6384 19.4859
O 16.3955 8.6966 21.1419
H 15.6708 9.2335 21.4624
H 16.4323 8.8791 20.2029
O 13.4958 9.4073 19.0714
H 13.4077 8.5171 19.4120
H 13.5344 9.2980 18.1213
O 16.8508 12.1253 19.3740
H 15.8954 12.1027 19.4276
H 17.0838 13.0208 19.6189
O 17.0477 5.7877 18.7871
H 16.4288 5.2582 18.2844
H 17.4323 6.3829 18.1437
O 13.1196 9.5791 15.1767
H 12.6255 8.9804 15.7369
H 13.0872 10.4186 15.6353

117
Properties=species:S:1:pos:R:3 method="wB97M-V/def2-TZVPD" total_charge=-2 s_squared=0.75 e_above_lowest_kcal_mol=6.38 gap_ev="5.842 / 5.093" homo_ev="-2.47 / -2.47" e_lumo_ev="3.37 / 2.62" multiplicity=2
Pb -1.0882 0.2499 -1.3095
O -3.8335 -3.0055 -2.3060
C -2.8080 -2.4375 -2.0098
N -2.2875 -1.3133 -2.6220
C -2.4740 -1.1040 -3.9554
O -3.1905 -1.7079 -4.7380
C -1.5169 -0.0644 -4.5375
C -1.7111 0.4335 -5.8131
C -0.7626 1.2974 -6.3376
C 0.3633 1.6146 -5.5906
C 0.4749 1.0826 -4.3179
N -0.4551 0.2745 -3.8080
C -1.8952 -3.0479 -0.8928
C -1.6447 -4.4333 0.7776
C -0.1842 -4.6455 1.0375
C 0.7901 -4.0872 0.3288
C 0.5519 -3.0179 -0.6477
N -0.5391 -2.5630 -1.1106
H -2.5992 0.1406 -6.3541
H -0.9012 1.7266 -7.3222
H 1.1350 2.2778 -5.9585
H 1.3177 1.3297 -3.6789
H -2.2434 -5.0791 1.4160
H 0.0792 -5.3493 1.8207
H 1.8257 -4.3076 0.5665
H 1.4404 -2.4632 -0.9685
C 0.4072 1.3972 3.9147
C 0.8264 1.3908 2.4645
O 0.7285 0.3932 1.7551
N 1.3332 2.5479 1.9915
C 1.2818 2.8460 0.5652
C 0.0476 3.6770 0.2297
C -0.0121 4.3904 -0.9630
C -1.1367 5.1505 -1.2203
C -2.1719 5.1664 -0.2971
C -2.0313 4.4087 0.8502
N -0.9381 3.6888 1.1274
H 0.3658 0.3753 4.2828
H -0.5931 1.8342 3.9830
H 1.0929 1.9882 4.5242
H 1.1673 3.3471 2.5833
H 1.2745 1.9027 0.0191
H 2.1835 3.3749 0.2599
H 0.7976 4.3104 -1.6828
H -1.2190 5.7057 -2.1474
H -3.0805 5.7252 -0.4813
H -2.8300 4.3579 1.5827
S -1.9896 2.6646 -2.4011
C -3.4333 2.4631 -1.4917
S -3.6405 1.0033 -0.6001
C -4.4182 3.4497 -1.4486
C -5.5922 3.3085 -0.6421
N -6.5429 3.2335 0.0098
C -4.2913 4.6790 -2.1703
N -4.2208 5.6901 -2.7246
C 3.7211 -3.2230 -2.1770
N 3.9352 -2.7052 -0.8406
C 4.2171 -3.4715 0.2812
C 4.3453 -2.6210 1.3147
N 4.1529 -1.3426 0.8188
C 4.1666 -0.1088 1.5894
C 3.8978 -1.3742 -0.5210
Se 3.6166 0.0801 -1.6057
H 4.6658 -3.5100 -2.6395
H 3.2670 -2.4315 -2.7698
H 3.0539 -4.0840 -2.1363
H 4.2923 -4.5450 0.2429
H 4.5506 -2.8112 2.3546
H 4.5525 -0.3280 2.5840
H 3.1592 0.3009 1.6565
H 4.7968 0.6224 1.0861
C 1.1902 -4.0762 4.7342
C -0.1863 -4.2271 4.6126
C -0.9003 -3.4107 3.7433
C -0.2602 -2.4356 2.9748
C 1.1211 -2.2932 3.1118
C 1.8410 -3.1050 3.9818
Ge -1.4009 -1.3919 1.7145
C -2.7045 -0.6554 3.0457
C -2.4019 -0.6384 4.4117
C -3.2832 -0.0978 5.3408
C -4.4896 0.4508 4.9235
C -4.7982 0.4692 3.5709
C -3.9106 -0.0678 2.6463
C -2.2631 -2.9786 0.6762
C -1.9490 -4.6080 -0.7442
C -3.2455 -5.3388 -0.9603
C -4.3638 -5.1456 -0.2667
C -4.5988 -4.0247 0.6451
C -3.7410 -3.0565 0.9870
H 1.7508 -4.7050 5.4153
H -0.7051 -4.9792 5.1963
H -1.9762 -3.5429 3.6557
H 1.6349 -1.5439 2.5190
H 2.9155 -2.9881 4.0699
H -1.4696 -1.0587 4.7675
H -3.0218 -0.1004 6.3932
H -5.1771 0.8727 5.6475
H -5.7221 0.9155 3.2217
H -4.1675 0.0016 1.5988
H -1.1466 -5.0923 -1.2990
H -3.2281 -6.1244 -1.7079
H -5.2166 -5.7796 -0.4838
H -5.6129 -3.9277 1.0199
H -4.1397 -2.2643 1.6046
F 7.9164 6.9627 -2.3236
C 6.9066 6.0990 -2.5532
C 6.2169 6.1186 -3.7477
F 6.5666 7.0178 -4.6885
C 5.1858 5.2287 -3.9762
F 4.5773 5.3130 -5.1681
C 4.7667 4.2668 -3.0406
S 3.4699 3.1647 -3.3279
C 5.4986 4.2955 -1.8430
F 5.1906 3.4419 -0.8527
C 6.5355 5.1753 -1.6001
F 7.1962 5.1452 -0.4254

12
Properties=species:S:1:pos:R:3 method="wB97M-V/def2-TZVPD" e_above_lowest_kcal_mol=50.51 smiles="C=COC(C)=O" gap_ev=9.894 homo_ev=-8.95 e_lumo_ev=0.94
C -0.8566 -0.5687 1.2666
C -1.5602 -0.4359 0.1371
O -0.8869 -0.0527 -0.9740
C 0.2284 0.7879 -0.4494
C 1.4925 0.1781 -0.9453
O 0.0599 1.8833 -0.0149
H 0.1556 -0.9647 1.2575
H -1.3079 -0.3679 2.2205
H -2.6407 -0.5521 0.0417
H 1.2325 0.0669 -1.9997
H 1.7222 -0.8173 -0.5530
H 2.3402 0.8524 -0.8296

12
Properties=species:S:1:pos:R:3 method="wB97M-V/def2-TZVPD" e_above_lowest_kcal_mol=23.76 smiles="O/N=C(/CCl)NO" gap_ev=10.081 homo_ev=-9.62 e_lumo_ev=0.46
O 0.6454 2.1744 -1.3630
N -0.4135 1.3250 -0.9439
C -0.2422 0.5269 0.0127
C -1.3770 -0.3622 0.4202
Cl -0.9885 -2.1260 0.4855
N 0.9453 0.4171 0.7751
O 2.1327 0.5757 0.0343
H 1.3991 1.8028 -0.9555
H -2.2643 -0.1979 -0.2078
H -1.6170 -0.1138 1.4613
H 0.9221 -0.4557 1.3207
H 2.1312 -0.0764 -0.6592

48
Properties=species:S:1:pos:R:3 method="wB97M-V/def2-TZVPD" total_charge=-1 e_above_lowest_kcal_mol=124.87 gap_ev=4.635 homo_ev=-4.51 e_lumo_ev=0.13
C 2.3409 -1.0205 4.1188
C 2.2367 0.2526 3.7569
C 1.7431 1.5304 2.8594
C 1.4980 2.7441 3.8945
F 0.4734 3.6712 3.5175
F 1.2360 2.1892 5.2049
F 2.7676 3.4580 4.0155
O 2.8585 1.6445 1.9160
B 2.6227 0.6251 0.8561
B 3.9062 -0.4025 0.6426
O 5.2164 0.0612 1.1346
O 3.8751 -1.7164 0.0208
O 1.2656 0.0438 1.1308
C 0.5728 1.1841 1.7468
C 0.1615 2.3661 0.7055
C -0.3231 1.8285 -0.7353
F -1.5318 2.5020 -1.2219
C -0.7426 0.8762 2.6476
P -1.6990 -0.6816 2.1635
O -3.2300 -0.3505 2.2042
O -1.3530 -1.8953 3.3210
O -1.3631 -1.2743 0.6002
H 2.4119 -2.1295 4.4344
H 2.4421 1.0611 -0.2573
H 5.1312 0.2827 2.1036
H 4.6957 -2.1670 0.3745
H -0.7003 3.0420 1.1094
H 1.0410 3.1059 0.5016
H -0.4247 0.6834 -0.7822
H 0.5118 2.1018 -1.5037
H -0.4643 0.7503 3.7756
H -1.5174 1.7484 2.6374
H -1.6996 -1.6345 4.2168
H -2.1529 -1.8073 0.3077
C -1.1430 -1.5558 -3.4894
C -0.9455 -1.2745 -4.7792
C -2.0649 -1.3141 -5.7624
O -1.8535 -1.0329 -6.9317
C -3.3947 -1.7005 -5.2758
C -3.5914 -1.9849 -3.9870
C -2.4776 -1.9186 -2.9994
O -2.6963 -2.1673 -1.8253
O -4.8244 -2.3485 -3.5221
O 0.2930 -0.9376 -5.2491
H -0.3395 -1.5286 -2.7644
H -4.1949 -1.7426 -6.0028
H -4.7061 -2.4993 -2.5623
H 0.1735 -0.7806 -6.2071

11
Properties=species:S:1:pos:R:3 method="wB97M-V/def2-TZVPD" e_above_lowest_kcal_mol=45.53 smiles=OCc1nnc(F)o1 gap_ev=11.222 homo_ev=-10.59 e_lumo_ev=0.64
O 0.9759 -0.0453 -2.1462
C 1.2505 0.1268 -0.7878
C -0.0144 0.0351 0.0184
N -1.1460 -0.4234 -0.3893
N -2.0074 -0.3671 0.7091
C -1.2944 0.1198 1.6542
F -1.6463 0.3626 2.8835
O -0.0259 0.4037 1.3284
H 0.2340 -0.6794 -2.2235
H 1.9523 -0.6233 -0.3884
H 1.7217 1.0904 -0.6583

115
Properties=species:S:1:pos:R:3 method="wB97M-V/def2-TZVPD" total_charge=-2 e_above_lowest_kcal_mol=40.89 gap_ev=6.234 homo_ev=-2.79 e_lumo_ev=3.45
Tl 0.0812 1.1101 1.2934
O -4.2856 2.7522 1.0884
C -3.0664 2.5215 1.1014
O -2.4864 1.4461 1.4064
C -2.1705 3.7028 0.6876
C -2.7019 5.0115 0.7412
C -1.9182 6.0642 0.3820
C -0.6042 5.8303 -0.0793
C 0.2808 6.8672 -0.4598
C 1.5652 6.5843 -0.8221
C 2.0204 5.2475 -0.8440
C 1.1790 4.2261 -0.5113
C -0.1509 4.4909 -0.1075
N -0.9424 3.4555 0.3032
H -3.7191 5.1258 1.0879
H -2.2787 7.0864 0.4393
H -0.0821 7.8899 -0.4411
H 2.2561 7.3783 -1.0775
H 3.0533 5.0420 -1.0929
H 1.5111 3.1956 -0.5303
C -3.7308 -3.7672 -3.6043
C -2.8965 -2.6891 -2.9622
C -3.2212 -1.3552 -3.0642
C -2.4332 -0.3204 -2.5378
C -3.0048 1.0417 -2.7822
O -4.2073 1.1738 -2.9408
C -2.1442 2.2457 -2.9628
C -2.6593 3.4926 -2.6188
C -1.9459 4.6428 -2.9111
C -0.7044 4.5551 -3.5293
C -0.1950 3.3157 -3.8862
C -0.9250 2.1679 -3.6205
C -1.2593 -0.6388 -1.8030
O -0.4545 0.2585 -1.2606
C -0.9800 -2.0241 -1.6407
C -1.7550 -3.0033 -2.2297
C 0.1214 -2.4794 -0.7415
N -0.0886 -3.1136 0.3394
C -1.4297 -3.3906 0.8379
C -1.9795 -2.2072 1.6176
Te -3.8647 -2.5543 2.5640
C -4.9205 -2.5593 0.7244
C -5.0490 -3.7361 -0.0096
C -5.7392 -3.7346 -1.2144
C -6.3039 -2.5573 -1.6879
C -6.1611 -1.3804 -0.9670
C -5.4682 -1.3764 0.2379
C 1.5228 -2.2996 -1.2103
C 1.7607 -1.5338 -2.4509
C 3.2218 -1.3153 -2.9163
C 4.2213 -2.1630 -2.1750
C 3.9121 -2.7652 -1.0275
C 2.5581 -2.7791 -0.5008
H -4.7021 -3.3750 -3.9067
H -3.8944 -4.5972 -2.9135
H -3.2341 -4.1675 -4.4931
H -4.1193 -1.0609 -3.5925
H -3.6166 3.5429 -2.1155
H -2.3527 5.6106 -2.6482
H -0.1321 5.4543 -3.7246
H 0.7716 3.2419 -4.3698
H -0.5607 1.2053 -3.9521
H -1.4673 -4.0431 -2.0945
H -1.3318 -4.2416 1.5142
H -2.1273 -3.6559 0.0370
H -2.1277 -1.3408 0.9720
H -1.2866 -1.9524 2.4168
H -4.6111 -4.6534 0.3649
H -5.8360 -4.6536 -1.7814
H -6.8507 -2.5581 -2.6238
H -6.5672 -0.4529 -1.3489
H -5.3414 -0.4518 0.7914
H 1.0627 -1.7837 -3.2495
H 3.3078 -1.5067 -3.9900
H 5.2213 -2.2193 -2.5867
H 4.6778 -3.3063 -0.4822
H 2.3460 -3.2807 0.4345
Se 1.6617 5.1853 4.8024
Sb 3.5637 3.8901 3.5441
Se 4.5073 2.1798 4.9548
Se 4.9434 5.4372 2.3164
Se 1.0794 3.6168 3.0982
Se 1.5833 0.4944 -2.0998
N 2.1494 0.8938 -0.5105
C 3.5311 0.8676 -0.4405
C 4.2287 1.1885 0.7187
C 5.6187 1.2174 0.7082
C 6.3172 0.9218 -0.4521
C 5.6259 0.5698 -1.6141
C 4.2466 0.5167 -1.6032
N 3.4227 0.1504 -2.7087
H 3.6743 1.3880 1.6293
H 6.1465 1.4933 1.6134
H 7.3999 0.9627 -0.4622
H 6.1622 0.3257 -2.5242
C 3.7132 -1.3724 3.5230
P 1.8981 -1.4047 3.1806
C 1.3324 -0.4602 4.6632
C 1.5140 -3.1125 3.7427
C 2.3299 -4.1737 3.3442
C 2.0339 -5.4794 3.7033
C 0.9085 -5.7558 4.4685
C 0.0784 -4.7151 4.8579
C 0.3761 -3.4090 4.4929
H 3.9660 -1.9395 4.4216
H 4.0089 -0.3307 3.6661
H 4.2708 -1.7616 2.6695
H 1.6532 -0.9392 5.5905
H 0.2457 -0.3549 4.6586
H 1.7671 0.5408 4.6127
H 3.2119 -3.9733 2.7466
H 2.6815 -6.2873 3.3823
H 0.6807 -6.7733 4.7625
H -0.8071 -4.9151 5.4491
H -0.2917 -2.6149 4.8051